Here is C24H35N7OPPb as an isolated structure from OMol25. Energies are from ωB97M-V with the def2-TZVPD basis set.

The geometry in XYZ format:
```
69
Properties=species:S:1:pos:R:3:forces:R:3:mulliken_charge:R:1
Pb 14.41620 9.48807 6.14180 -0.22 -0.50 -0.51 1.22
C 19.45770 11.86984 7.45604 -0.01 0.42 0.79 -0.80
N 18.41671 11.25460 6.65260 0.80 -0.02 0.39 0.08
C 18.60650 10.80393 5.39582 0.39 0.04 -0.79 -0.48
C 17.47580 10.19754 5.01090 -1.29 -1.13 0.15 -0.77
N 16.59558 10.23482 6.07114 -0.11 0.26 -0.27 -0.01
C 17.19804 10.90050 7.04840 -1.22 0.04 0.80 0.37
P 16.40749 11.43148 8.64799 0.97 -0.73 0.18 -0.39
C 14.96499 12.25022 8.01545 -1.89 1.11 -0.17 0.06
N 14.05397 11.67106 7.22309 0.75 0.52 0.01 -0.09
C 13.04447 12.55569 7.00758 0.58 0.24 1.63 -0.71
C 13.29208 13.68366 7.80643 -0.42 -0.62 -1.32 -0.37
N 14.49344 13.51666 8.38768 1.14 -2.29 -0.50 0.18
C 15.25475 14.44040 9.21358 1.57 0.25 -1.09 -0.80
C 15.63984 9.81036 9.13663 -0.02 -0.15 -0.42 0.15
N 14.99077 8.97567 8.33278 -0.40 -1.53 1.10 0.00
C 14.60963 7.86909 9.12966 0.71 1.29 0.66 -0.99
C 15.02679 8.09305 10.43777 -0.29 0.39 -2.40 -0.18
N 15.69258 9.29494 10.37774 -0.23 0.35 0.36 0.13
C 16.28752 9.99503 11.49286 -2.32 0.43 1.68 -0.88
H 19.68886 12.84303 7.00421 0.10 -0.22 0.40 0.35
H 20.35874 11.22797 7.46709 -0.56 0.37 0.09 0.36
H 19.01948 11.98520 8.48060 0.84 0.08 -0.86 0.28
H 19.49853 10.92206 4.83489 0.69 0.23 -0.09 0.52
H 17.22903 9.62219 4.12912 0.19 0.36 -0.10 0.52
H 12.21105 12.22104 6.42480 -0.38 0.51 -0.17 0.47
H 12.72800 14.58580 7.92113 -0.14 0.24 0.02 0.53
H 16.33085 14.08124 9.27959 -1.47 0.54 -0.05 0.29
H 14.82804 14.50736 10.17022 -0.49 0.00 1.38 0.36
H 15.23134 15.43662 8.76008 0.13 -0.24 0.02 0.37
H 14.11549 6.98760 8.76828 -0.20 0.07 -0.31 0.57
H 14.83167 7.50002 11.31562 0.37 0.18 0.13 0.50
H 15.63673 10.85094 11.85208 0.56 -0.98 -0.55 0.32
H 17.20657 10.39805 11.21824 1.71 0.41 -0.27 0.39
H 16.34212 9.29354 12.32087 0.41 0.09 0.01 0.35
C 9.62339 9.31796 11.74583 -1.65 1.91 1.00 -1.71
C 8.74296 9.96136 10.62898 -1.63 -1.71 0.61 0.57
C 9.54659 10.82320 9.67368 -0.25 -0.11 0.07 -1.29
C 7.91266 8.89795 9.83649 1.20 1.62 0.79 0.13
C 6.66925 9.16475 9.39573 -0.08 -1.40 -0.42 -0.95
C 6.05743 8.11633 8.65114 -0.48 0.49 -0.16 -0.12
C 6.64922 6.93659 8.16360 -0.20 -0.79 0.26 -1.07
C 7.88426 6.54853 8.59768 -0.80 0.46 0.51 0.49
C 8.48656 5.19492 8.38512 -0.79 0.42 -0.90 0.42
C 9.65995 5.33955 7.36612 -0.54 -0.57 0.51 -1.38
C 8.91813 4.56311 9.67666 1.75 0.46 1.05 -1.36
C 8.61236 7.66180 9.31258 -1.49 -0.06 -0.28 0.76
O 9.79098 7.68922 9.22494 2.49 0.15 0.14 -0.46
H 10.02062 10.15787 12.39751 -0.32 -1.05 -0.80 0.40
H 10.39564 8.76897 11.30477 1.35 -0.74 -0.50 0.44
H 9.03476 8.65883 12.40212 0.16 0.22 -0.22 0.40
H 7.95503 10.57049 11.08571 0.23 -0.06 0.17 0.64
H 10.50405 10.86603 10.16920 0.61 0.55 -0.51 0.36
H 9.09767 11.80201 9.50878 0.16 0.01 0.20 0.33
H 9.59239 10.33182 8.71811 0.54 -0.06 -0.50 0.33
H 6.07690 10.03843 9.60793 0.15 0.23 0.24 0.51
H 4.99637 8.28197 8.48878 -0.05 -0.33 -0.32 0.43
H 6.06218 6.19688 7.63106 -0.22 0.30 -0.12 0.45
H 7.71719 4.58157 7.89706 0.07 0.19 0.03 0.62
H 10.53604 5.82561 7.82532 -0.31 -0.55 -0.34 0.24
H 9.30256 5.90113 6.52154 0.05 0.47 -0.42 0.42
H 9.79596 4.31945 6.98704 0.64 0.28 0.22 0.44
H 9.65982 5.31428 10.06812 -0.74 -0.87 0.46 0.26
H 9.54109 3.68341 9.48671 -0.30 -0.03 -0.16 0.39
H 8.15422 4.26862 10.42224 0.26 0.53 -0.57 0.34
N 15.91758 7.17484 5.82716 -0.09 1.43 0.15 -0.66
H 16.74332 7.36891 5.27248 0.10 -0.21 0.18 0.26
H 15.43813 6.41131 5.42612 -0.55 -1.02 -0.67 0.28
H 16.16903 6.90921 6.76039 0.48 -0.14 0.37 0.24
```
Positions in Å, forces in eV/Å.

For the LUMO energy, the calculation gives -10.079 eV. The value obtained for the maximum force is 2.90 eV/A. As for the HOMO energy: -16.67 eV. Its total charge is +3. As for the gap between HOMO and LUMO: 0.2422 Eh. The calculation puts the total energy at -52445.8904 eV.